1.
The following is a quantum chemistry calculation of a 3-piece molecular cluster, C17H37N3O6 overall, from OMol25.

Last column: Mulliken charge in e.
Element x y z (Å)
O -0.657 4.092 2.957  -0.664
C -1.685 3.626 2.477  0.576
O -2.828 3.447 2.857  -0.683
C -1.459 3.094 0.948  -0.110
C -1.374 1.655 1.087  -0.687
N -0.157 1.212 1.080  0.045
C 0.822 2.326 0.940  -0.625
C -0.079 3.394 0.313  -0.446
H -2.327 3.366 0.348  0.487
H -2.248 1.021 1.192  0.531
H 0.068 0.233 1.198  0.297
H 1.114 2.636 1.943  0.383
H 1.687 2.042 0.346  0.417
H 0.252 4.407 0.535  0.452
H -0.180 3.199 -0.755  0.018
C 1.674 -4.709 4.441  -0.686
O 0.355 -4.808 4.931  -0.339
C 0.077 -4.043 6.096  -0.793
C -0.783 -2.836 5.799  -0.153
N -0.063 -1.832 5.033  -0.269
C -0.875 -0.755 4.480  -0.718
C -2.046 -1.095 3.567  -0.580
O -1.687 -1.569 2.276  -0.391
C -1.275 -2.923 2.220  -0.596
H 1.814 -5.520 3.729  0.235
H 1.868 -3.761 3.925  0.272
H 2.407 -4.817 5.246  0.335
H 1.010 -3.745 6.584  0.408
H -0.472 -4.692 6.782  0.393
H -1.095 -2.397 6.752  0.341
H -1.691 -3.197 5.295  0.158
H 0.457 -2.282 4.292  0.114
H -0.203 -0.095 3.924  0.356
H -1.269 -0.161 5.310  0.380
H -2.587 -0.162 3.390  0.369
H -2.758 -1.781 4.040  0.415
H -1.850 -3.543 2.912  0.299
H -0.210 -3.046 2.437  0.148
H -1.455 -3.274 1.204  0.327
C -0.979 -0.314 -6.757  -0.691
O 0.337 -0.634 -6.361  -0.336
C 1.362 0.137 -6.968  -0.817
C 1.977 1.131 -6.009  -0.138
N 1.054 2.204 -5.674  -0.273
C 1.449 3.061 -4.565  -1.003
C 1.745 2.436 -3.208  -0.394
O 0.612 1.941 -2.516  -0.331
C 0.124 0.688 -2.956  -0.624
H -1.621 -1.129 -6.427  0.235
H -1.346 0.617 -6.308  0.283
H -1.056 -0.224 -7.845  0.335
H 0.979 0.644 -7.860  0.403
H 2.143 -0.559 -7.284  0.394
H 2.863 1.564 -6.486  0.363
H 2.323 0.567 -5.132  0.135
H 0.138 1.818 -5.493  0.119
H 0.652 3.794 -4.420  0.394
H 2.340 3.622 -4.868  0.413
H 2.145 3.230 -2.573  0.358
H 2.515 1.657 -3.266  0.381
H 0.938 0.018 -3.246  0.325
H -0.573 0.782 -3.793  0.181
H -0.418 0.241 -2.121  0.277

As for the energy relative to the best compared isomer or geometry (same formula, charge and spin): 303.97 kJ/mol. As for the frontier orbital gap: 8.473 eV. The electronic energy is -34980.7526 eV.

***

2.
The following is a quantum chemistry calculation of C29H28BiN2O2P2SSe3Te as an isolated structure, from OMol25.

Last column: Mulliken charge in e.
Element x y z (Å)
Bi 1.333 0.451 -0.574  1.727
O -2.254 1.293 -3.441  -0.791
C -1.091 1.246 -3.017  -0.084
O -0.399 0.250 -2.684  -0.511
C -0.390 2.603 -2.838  0.408
C -0.831 3.722 -3.535  -0.631
C -0.129 4.906 -3.420  -0.245
C 0.981 4.948 -2.584  -0.886
C 1.329 3.799 -1.898  -0.401
N 0.667 2.646 -2.029  0.238
H -1.719 3.615 -4.142  0.519
H -0.436 5.787 -3.972  0.402
H 1.570 5.846 -2.461  0.429
H 2.174 3.792 -1.218  0.373
C -2.292 -2.185 1.588  -1.343
P -0.488 -1.802 1.595  1.456
C -0.212 -1.689 3.406  -1.605
C 0.239 -3.453 1.185  -0.110
C 0.672 -4.330 2.179  -0.608
C 1.370 -5.488 1.870  -0.730
C 1.656 -5.779 0.543  -0.815
C 1.205 -4.928 -0.453  -0.668
C 0.476 -3.779 -0.155  0.176
P -0.218 -2.699 -1.489  1.063
C -1.395 -3.908 -2.243  -1.577
C 1.125 -2.730 -2.739  -1.202
H -2.510 -3.072 2.187  0.473
H -2.624 -2.354 0.562  0.236
H -2.843 -1.329 1.982  0.396
H -0.728 -2.459 3.985  0.394
H -0.576 -0.712 3.730  0.382
H 0.859 -1.731 3.611  0.424
H 0.510 -4.087 3.221  0.251
H 1.713 -6.143 2.662  0.380
H 2.227 -6.664 0.287  0.385
H 1.428 -5.164 -1.487  0.263
H -0.899 -4.850 -2.487  0.440
H -1.807 -3.467 -3.153  0.430
H -2.220 -4.107 -1.557  0.359
H 1.201 -3.694 -3.246  0.491
H 2.084 -2.504 -2.263  0.132
H 0.916 -1.942 -3.465  0.391
Se 2.851 -1.101 1.369  -0.086
Se 5.076 -0.581 0.883  -0.365
Te 5.033 -1.021 -1.575  -0.139
Se 3.469 0.830 -2.240  -0.490
S -1.718 3.229 2.378  -0.506
C -2.876 2.284 1.492  0.806
C -4.267 2.266 1.577  -0.599
C -4.953 1.411 0.734  -0.565
C -4.274 0.589 -0.176  -1.209
C -2.898 0.601 -0.258  0.095
C -2.202 1.462 0.589  -1.142
N -0.824 1.584 0.626  0.920
C -0.422 2.449 1.488  0.525
C 1.007 2.787 1.665  0.653
C 1.385 3.709 2.640  -0.858
C 2.709 4.089 2.765  -0.837
C 3.654 3.548 1.900  -0.720
C 3.278 2.615 0.945  -0.520
C 1.953 2.200 0.815  0.180
H -4.794 2.907 2.272  0.407
H -6.035 1.382 0.774  0.393
H -4.837 -0.057 -0.838  0.458
H -2.357 -0.012 -0.970  0.637
H 0.642 4.132 3.309  0.392
H 3.001 4.803 3.525  0.376
H 4.693 3.847 1.976  0.421
H 4.031 2.196 0.290  0.361

As for the frontier orbital gap: 6.555 eV. Its charge is -1. The electronic energy is -276193.2353 eV.

***

3.
The following is a quantum chemistry calculation of C36H52BrN3OP2Pd as an isolated structure, from OMol25.

Last column: Mulliken charge in e.
Element x y z (Å)
N 3.299 4.564 -8.113  -0.512
C 4.000 3.523 -7.656  -0.318
C 3.466 2.652 -6.693  -0.475
C 2.196 2.904 -6.108  0.614
C 1.470 3.994 -6.650  -0.458
C 2.077 4.775 -7.658  -0.337
C 1.669 2.141 -4.964  0.225
Pd -1.616 -0.048 -0.552  -0.021
P -2.917 -1.583 0.393  0.770
C 0.489 2.417 -4.328  -1.246
C -0.067 1.514 -3.329  0.577
C -1.415 1.094 -3.434  -0.712
C -1.795 -0.204 -2.979  -0.123
C -0.726 -1.029 -2.523  -0.840
C 0.343 -0.322 -1.828  -0.240
C 0.787 0.871 -2.431  -0.517
Br -0.542 -2.744 -3.187  -0.008
H 2.287 1.268 -4.696  0.449
H -0.139 3.178 -4.732  0.384
H 4.063 1.801 -6.368  0.369
H 0.471 4.276 -6.308  0.336
H 5.004 3.359 -8.065  0.365
H 1.535 5.614 -8.095  0.378
H -2.119 1.680 -4.012  0.561
H 1.790 1.249 -2.306  0.864
H -2.756 -0.682 -3.159  0.740
H 0.931 -0.844 -1.104  0.704
P -1.501 1.568 0.974  0.978
C -2.654 -3.165 -0.592  0.300
C -3.714 -4.255 -0.807  -1.357
H -1.780 -3.630 -0.118  0.456
H -2.299 -2.922 -1.615  -0.616
H -3.216 -5.009 -1.439  0.405
H -4.029 -4.739 0.122  0.355
H -4.597 -3.914 -1.370  0.312
C -4.657 -0.921 -0.007  -0.411
C -6.013 -1.339 0.628  -1.479
H -4.734 -1.112 -1.088  0.313
H -4.631 0.188 0.068  0.284
H -6.755 -0.680 0.148  0.432
H -6.328 -2.367 0.432  0.343
H -6.082 -1.130 1.704  0.348
C -2.374 -1.895 2.216  -0.103
C -2.888 -2.988 3.180  -1.491
H -2.539 -0.920 2.679  0.256
H -1.279 -2.015 2.215  0.266
H -2.509 -2.684 4.171  0.438
H -3.973 -3.092 3.257  0.334
H -2.449 -3.981 2.972  0.352
C -0.711 1.183 2.521  0.700
C -0.488 2.396 3.415  -1.420
H 0.244 0.667 2.293  -0.908
H -1.358 0.434 2.998  0.352
H 0.554 2.713 3.379  0.302
H -1.117 3.255 3.175  0.279
H -0.709 2.117 4.445  0.440
C -3.089 2.475 1.175  -0.748
C -3.495 3.259 -0.066  -1.256
H -2.914 3.146 2.019  0.570
H -3.856 1.769 1.518  0.471
H -2.986 4.234 -0.102  0.388
H -3.269 2.731 -1.000  0.194
H -4.573 3.441 -0.021  0.396
C -0.483 2.795 0.108  -0.189
C 0.984 2.896 0.454  -0.721
H -0.991 3.735 0.311  0.472
H -0.594 2.594 -0.964  0.111
H 1.549 3.132 -0.455  0.385
H 1.178 3.677 1.192  0.387
H 1.396 1.953 0.826  -0.313
C 3.909 -3.634 3.229  -1.182
N 3.320 -2.842 2.165  -0.076
N 2.933 -1.561 2.276  0.693
C 2.557 -1.070 1.027  0.390
O 2.066 0.061 0.851  -0.759
C 2.758 -2.178 0.141  -1.191
C 3.236 -3.237 0.877  0.390
C 3.621 -4.603 0.449  -1.662
C 2.913 -0.850 3.514  0.334
C 3.399 0.457 3.576  -0.262
C 3.634 1.037 4.820  -0.655
C 3.280 0.347 5.989  -0.475
C 2.626 -0.883 5.915  -0.703
C 2.378 -1.444 4.670  -0.427
H 4.907 -3.967 2.933  0.339
H 3.285 -4.510 3.420  0.343
H 3.994 -3.061 4.153  0.617
H 2.552 -2.168 -0.907  0.757
H 4.712 -4.742 0.442  0.337
H 3.197 -5.390 1.085  0.360
H 3.263 -4.773 -0.571  0.387
H 3.668 0.982 2.642  0.372
H 4.098 2.029 4.882  0.422
H 3.499 0.774 6.973  0.413
H 2.303 -1.406 6.815  0.446
H 1.842 -2.388 4.569  0.660

As for the energy relative to the best compared isomer or geometry (same formula, charge and spin): 99.88 kJ/mol. As for the frontier orbital gap (spin up / spin down): 6.226 / 3.398 eV. Its charge is +2. The electronic energy is -136775.9928 eV. As for the spin multiplicity: 3.

***

4.
The following is a quantum chemistry calculation of a 8-piece molecular cluster, C48H41F7O2 overall, from OMol25.

Last column: Mulliken charge in e.
Element x y z (Å)
F -4.057 -26.195 16.774  -0.293
C -3.786 -27.124 17.714  0.353
C -4.655 -28.186 17.947  -0.337
C -4.293 -29.165 18.845  -0.407
C -3.125 -28.929 19.636  -0.390
C -2.241 -27.933 19.306  -0.353
C -2.498 -27.098 18.252  -0.399
H -5.626 -28.116 17.478  0.378
H -4.946 -30.005 19.031  0.361
H -3.113 -29.646 20.443  0.372
H -1.336 -27.756 19.869  0.373
H -1.803 -26.283 18.112  0.343
F -12.864 -31.610 21.949  -0.288
C -12.903 -31.864 23.297  0.516
C -11.807 -32.486 23.950  -0.518
C -11.967 -33.049 25.210  -0.333
C -13.226 -33.037 25.820  -0.564
C -14.257 -32.374 25.223  -0.238
C -14.110 -31.723 23.952  -0.491
H -10.919 -32.645 23.356  0.377
H -11.214 -33.624 25.729  0.398
H -13.354 -33.403 26.828  0.370
H -15.185 -32.334 25.775  0.358
H -14.899 -31.195 23.436  0.416
F 3.561 -29.891 24.767  -0.296
C 4.668 -29.080 24.722  0.233
C 5.667 -29.397 23.857  -0.280
C 6.811 -28.597 23.698  -0.387
C 6.906 -27.422 24.404  -0.392
C 5.872 -27.069 25.257  -0.407
C 4.773 -27.916 25.447  -0.341
H 5.688 -30.369 23.389  0.355
H 7.586 -28.870 22.997  0.361
H 7.790 -26.820 24.253  0.369
H 5.988 -26.160 25.827  0.378
H 4.014 -27.644 26.166  0.406
F 2.080 -20.895 25.496  -0.285
C 2.186 -21.894 24.694  0.332
C 3.241 -21.857 23.720  -0.289
C 3.309 -22.851 22.772  -0.477
C 2.351 -23.883 22.786  -0.321
C 1.308 -23.935 23.756  -0.567
C 1.306 -22.954 24.770  -0.298
H 3.930 -21.025 23.732  0.397
H 3.972 -22.799 21.922  0.370
H 2.473 -24.620 22.006  0.357
H 0.723 -24.842 23.797  0.383
H 0.630 -22.972 25.612  0.399
F -8.925 -37.975 27.757  -0.284
C -9.620 -39.109 28.128  0.262
C -10.646 -39.584 27.280  -0.271
C -11.351 -40.684 27.657  -0.479
C -10.974 -41.387 28.827  -0.297
C -10.028 -40.873 29.719  -0.423
C -9.423 -39.620 29.367  -0.306
H -10.872 -39.052 26.367  0.400
H -12.041 -41.156 26.973  0.333
H -11.479 -42.306 29.085  0.339
H -9.707 -41.470 30.560  0.362
H -8.727 -39.227 30.092  0.361
F -5.843 -23.691 22.696  -0.276
C -6.905 -23.103 22.134  0.140
C -7.849 -23.888 21.390  -0.142
C -8.921 -23.384 20.689  -0.568
C -9.082 -21.960 20.769  -0.183
C -8.160 -21.095 21.465  -0.584
C -7.168 -21.732 22.177  -0.153
H -7.794 -24.960 21.516  0.356
H -9.566 -24.064 20.152  0.371
H -9.847 -21.428 20.223  0.322
H -8.380 -20.039 21.511  0.370
H -6.489 -21.164 22.796  0.347
F -15.403 -26.774 29.955  -0.303
C -14.325 -27.548 29.797  0.329
C -13.787 -28.180 30.939  -0.341
C -12.702 -29.020 30.791  -0.386
C -12.156 -29.200 29.508  -0.422
C -12.705 -28.614 28.407  -0.375
C -13.819 -27.793 28.529  -0.413
H -14.273 -28.027 31.891  0.405
H -12.149 -29.469 31.603  0.353
H -11.219 -29.737 29.499  0.370
H -12.253 -28.835 27.451  0.395
H -14.143 -27.297 27.627  0.388
C -4.002 -32.523 26.461  -0.546
C -2.962 -31.795 25.970  -0.512
C -3.045 -30.473 25.528  0.674
C -4.160 -29.727 25.758  -0.661
C -5.251 -30.489 26.367  -0.358
C -5.181 -31.812 26.762  0.482
O -6.265 -32.401 27.273  -0.500
O -1.966 -29.918 24.895  -0.497
H -3.961 -33.567 26.733  0.299
H -2.028 -32.278 25.721  0.261
H -4.172 -28.687 25.468  0.418
H -6.199 -29.997 26.528  0.372
H -6.086 -33.332 27.424  0.287
H -1.215 -30.366 25.290  0.279

As for the frontier orbital gap: 8.558 eV. The electronic energy is -73554.6740 eV. As for the structure (SMILES): Oc1ccc(O)cc1.Fc1ccccc1.Fc1ccccc1.Fc1ccccc1.Fc1ccccc1.Fc1ccccc1.Fc1ccccc1.Fc1ccccc1.

***

5.
The following is a quantum chemistry calculation of a 2-piece molecular cluster, C5H14 overall, from OMol25.

Last column: Mulliken charge in e.
Element x y z (Å)
C -2.306 -0.025 -0.056  -0.560
C -3.225 -0.470 1.086  -0.850
H -2.666 -0.518 -0.965  0.290
H -2.226 1.041 -0.235  0.326
H -1.283 -0.389 0.021  -0.033
H -2.876 -0.157 2.066  0.296
H -3.292 -1.554 1.080  0.267
H -4.191 0.000 0.909  0.258
C 1.622 0.503 0.027  0.187
C 2.221 1.078 -1.243  -1.240
C 2.063 -0.936 0.248  -1.185
H 1.955 1.125 0.832  0.265
H 0.548 0.641 0.127  0.002
H 1.971 0.506 -2.147  0.308
H 1.454 -1.589 -0.383  0.289
H 3.116 -1.068 0.044  0.408
H 3.310 1.000 -1.201  0.317
H 1.905 2.091 -1.483  0.345
H 1.900 -1.277 1.274  0.311

As for the energy relative to the best compared isomer or geometry (same formula, charge and spin): 21.92 kJ/mol. As for the frontier orbital gap: 12.281 eV. The electronic energy is -5411.8224 eV. As for the structure (SMILES): CCC.CC.